The following is a quantum chemistry calculation of a 3-piece molecular cluster, C23H46NO6 overall, from OMol25.

Values from the calculation:
F_max: 5.12 eV/Å
molecular weight: 432.6 g mol⁻¹
lowest unoccupied orbital energy (spin up / spin down): -0.41 / -0.41 eV
calculated total energy: -38359.987 eV
<S²>: 0.7541
orbital gap (spin up / spin down): 7.26 / 7.26 eV

```
! RIJCOSX wB97M-V def2-TZVPD def2/J DEFGRID3
* xyz 0 2
C -2.327 -0.565 3.134
C -2.122 0.867 3.195
C -0.786 1.574 3.662
C 0.492 1.186 2.749
C 1.169 -0.112 3.342
C 1.888 0.284 4.811
C 2.901 -0.877 5.386
O 3.356 0.498 4.760
C 1.409 2.479 2.683
C 2.430 2.554 1.474
C 2.847 4.115 1.362
C 3.819 1.811 1.825
N 1.877 2.196 0.150
O 2.741 2.272 -0.813
C 1.081 0.949 0.134
C 0.231 1.004 -1.240
C 1.938 -0.392 0.017
C -0.042 0.882 1.281
H -2.469 -1.243 4.019
H -2.281 -1.029 2.100
H -2.997 1.544 2.920
H -0.986 2.694 3.654
H -0.640 1.292 4.751
H 0.413 -0.899 3.624
H 2.044 -0.511 2.761
H 1.246 0.874 5.591
H 3.141 -1.633 4.595
H 3.417 -0.738 6.369
H 1.999 2.699 3.624
H 0.704 3.368 2.557
H 2.123 4.557 0.599
H 3.894 4.258 0.983
H 2.626 4.647 2.335
H 3.661 0.789 2.275
H 4.330 2.488 2.577
H 4.501 1.729 0.933
H 0.999 0.800 -2.057
H -0.537 0.177 -1.283
H -0.184 2.028 -1.452
H 2.411 -0.412 -1.016
H 2.774 -0.478 0.764
H 1.276 -1.315 0.072
H -0.858 1.595 0.933
H -0.426 -0.182 1.261
C -3.013 0.874 -6.783
O -3.449 2.184 -6.453
C -4.046 2.249 -5.162
C -3.090 2.846 -4.139
O -1.987 1.978 -3.893
C -0.807 2.402 -4.560
H -2.399 0.937 -7.683
H -2.413 0.433 -5.983
H -3.877 0.235 -6.993
H -4.394 1.261 -4.842
H -4.920 2.902 -5.248
H -3.621 2.963 -3.188
H -2.747 3.836 -4.456
H -0.399 3.289 -4.066
H -0.993 2.620 -5.615
H -0.072 1.598 -4.495
C -1.624 -6.123 -1.845
O -0.748 -6.476 -0.785
C 0.486 -5.767 -0.842
C 0.520 -4.632 0.172
O -0.408 -3.606 -0.169
C -1.588 -3.660 0.619
H -2.606 -6.548 -1.629
H -1.728 -5.040 -1.942
H -1.260 -6.546 -2.787
H 0.677 -5.393 -1.853
H 1.276 -6.483 -0.593
H 1.516 -4.178 0.159
H 0.335 -5.007 1.184
H -1.371 -3.319 1.637
H -2.011 -4.667 0.651
H -2.325 -2.987 0.176
*
```


The following is a quantum chemistry calculation of a 5-piece molecular cluster, C23H46NO8S overall, from OMol25.

Values from the calculation:
F_max: 3.60 eV/Å
molecular weight: 496.7 g mol⁻¹
lowest unoccupied orbital energy: -3.96 eV
calculated total energy: -53294.996 eV
orbital gap: 7.54 eV

```
! RIJCOSX wB97M-V def2-TZVPD def2/J DEFGRID3
* xyz 1 1
C 0.322 -0.580 2.032
C -0.332 0.589 1.178
S 0.834 1.431 0.037
C 2.208 2.185 1.055
N 1.548 2.806 2.255
C 0.623 3.689 2.049
C 0.083 4.108 3.464
C 0.713 3.107 4.531
C 1.842 2.465 3.657
H -0.367 -1.459 1.958
H 1.306 -0.912 1.637
H 0.364 -0.339 3.122
H -0.810 1.279 1.920
H -1.141 0.118 0.571
H 2.871 1.340 1.358
H 2.768 2.926 0.444
H 0.274 4.046 1.062
H -0.992 3.804 3.392
H 0.192 5.188 3.700
H 1.065 3.632 5.448
H -0.090 2.449 4.927
H 2.089 1.389 3.809
H 2.784 3.003 3.920
O 4.185 3.461 -0.867
C 4.329 4.506 -1.459
O 5.540 5.054 -1.537
C 5.859 6.187 -2.360
C 5.537 7.487 -1.653
C 3.147 5.241 -2.034
H 5.377 6.107 -3.336
H 6.932 6.131 -2.541
H 4.471 7.575 -1.436
H 5.835 8.339 -2.266
H 6.062 7.540 -0.698
H 2.670 5.819 -1.242
H 2.441 4.507 -2.421
H 3.398 5.899 -2.862
O 1.845 -7.406 1.908
C 1.982 -6.355 1.345
O 3.202 -5.798 1.256
C 3.491 -4.655 0.449
C 3.160 -3.370 1.179
C 0.792 -5.599 0.814
H 2.992 -4.724 -0.519
H 4.562 -4.693 0.247
H 2.096 -3.307 1.413
H 3.433 -2.503 0.573
H 3.698 -3.319 2.128
H 0.334 -5.042 1.632
H 0.075 -6.316 0.418
H 1.032 -4.919 -0.001
O -2.212 -4.154 -3.144
C -2.856 -4.893 -2.447
O -2.305 -6.031 -1.996
C -2.916 -6.883 -1.020
C -3.892 -7.847 -1.661
C -4.302 -4.602 -2.141
H -3.370 -6.295 -0.220
H -2.102 -7.447 -0.563
H -4.715 -7.322 -2.146
H -4.308 -8.525 -0.913
H -3.392 -8.436 -2.431
H -4.915 -4.943 -2.976
H -4.419 -3.526 -2.024
H -4.658 -5.057 -1.219
O -5.195 -0.841 -0.330
C -5.077 0.204 -0.909
O -3.868 0.791 -0.976
C -3.571 1.936 -1.783
C -3.928 3.220 -1.063
C -6.275 0.912 -1.484
H -4.043 1.860 -2.764
H -2.494 1.908 -1.956
H -4.996 3.281 -0.853
H -3.645 4.087 -1.662
H -3.412 3.272 -0.102
H -6.772 1.470 -0.690
H -6.959 0.163 -1.879
H -6.038 1.584 -2.307
*
```


The following is a quantum chemistry calculation of a 3-piece molecular cluster, C23H46O12P2 overall, from OMol25.

Values from the calculation:
energy above the lowest of the compared OMol25 structures with the same formula, charge and spin: 0.00 kJ/mol
F_max: 7.87 eV/Å
molecular weight: 576.6 g mol⁻¹
lowest unoccupied orbital energy: -0.58 eV
structure (SMILES): CCOCCCCCC1=CC(=O)OC1=O.CCOP(=O)(OCC)OCC.CCOP(=O)(OCC)OCC
calculated total energy: -67744.023 eV
orbital gap: 9.11 eV

```
! RIJCOSX wB97M-V def2-TZVPD def2/J DEFGRID3
* xyz 0 1
C -3.469 -3.602 4.905
C -4.742 -4.274 4.278
O -4.355 -5.513 3.685
C -4.535 -5.560 2.275
C -3.833 -4.446 1.456
C -2.300 -4.297 1.727
C -1.872 -2.818 1.990
C -1.488 -2.046 0.666
C -2.703 -1.200 0.289
C -3.073 -0.019 0.800
C -4.368 0.388 0.123
O -4.909 1.413 0.060
O -4.908 -0.777 -0.457
C -3.795 -1.530 -0.742
O -3.612 -2.289 -1.614
H -2.596 -4.215 4.625
H -3.555 -3.622 6.007
H -3.330 -2.550 4.610
H -5.310 -3.609 3.607
H -5.415 -4.492 5.133
H -5.609 -5.601 1.988
H -4.114 -6.534 1.952
H -3.987 -4.692 0.389
H -4.313 -3.460 1.628
H -1.785 -4.597 0.791
H -1.935 -4.958 2.529
H -2.727 -2.274 2.434
H -1.067 -2.783 2.744
H -1.229 -2.768 -0.122
H -0.666 -1.335 0.864
H -2.529 0.536 1.568
C 4.323 -2.246 4.416
C 3.530 -2.440 3.135
O 3.663 -1.318 2.264
P 5.032 -1.169 1.372
O 4.837 -2.247 0.344
O 4.604 0.127 0.441
C 4.792 0.099 -0.975
C 3.480 -0.183 -1.674
O 5.674 -0.111 2.485
C 6.904 0.562 2.146
C 6.631 1.989 1.709
H 5.396 -2.247 4.213
H 4.111 -3.049 5.125
H 4.080 -1.292 4.882
H 3.836 -3.355 2.619
H 2.469 -2.531 3.371
H 5.558 -0.623 -1.258
H 5.159 1.085 -1.274
H 3.025 -1.108 -1.316
H 3.623 -0.260 -2.754
H 2.764 0.616 -1.475
H 7.455 0.012 1.379
H 7.516 0.574 3.050
H 6.317 2.027 0.667
H 7.531 2.598 1.797
H 5.832 2.435 2.302
C 2.555 4.396 -3.221
C 1.667 3.428 -2.458
O 0.297 3.812 -2.528
P -0.550 3.479 -3.893
O -0.718 1.989 -3.781
O -2.054 3.927 -3.383
C -3.172 3.059 -3.585
C -3.505 2.334 -2.299
O -0.313 5.029 -4.453
C -1.028 5.435 -5.638
C -2.222 6.296 -5.272
H 2.360 4.340 -4.294
H 3.609 4.165 -3.054
H 2.366 5.423 -2.909
H 1.790 2.407 -2.829
H 1.944 3.433 -1.403
H -2.990 2.360 -4.402
H -4.020 3.682 -3.883
H -2.638 1.793 -1.914
H -4.321 1.627 -2.451
H -3.801 3.044 -1.527
H -1.331 4.568 -6.230
H -0.333 6.022 -6.240
H -3.069 5.683 -4.964
H -2.548 6.888 -6.128
H -1.988 6.961 -4.440
*
```


> Which of these has the lowest molecular weight?

C23H46NO6